Record 1
This record from the OMol25 dataset describes a molecular structure, C12H6BrF5N2O2STa in a non-equilibrium geometry. The level of theory is wB97M-V/def2-TZVPD.

Charge = +1
LUMO energy = -4.92 eV
Gap between HOMO and LUMO = 7.8 eV

Geometry as XYZ:
```
30
Properties=species:S:1:pos:R:3:forces:R:3:nbo_charge:R:1
Ta 1.473 1.300 0.500 1.0 -0.5 1.4 1.764
F -5.153 0.896 -1.990 0.0 0.0 0.0 -0.256
C -4.120 0.948 -1.171 0.0 0.0 0.0 0.297
C -2.831 0.857 -1.679 0.0 -0.1 -0.1 0.287
F -2.619 0.733 -2.981 0.0 0.0 0.0 -0.267
C -1.780 0.890 -0.791 0.1 0.0 -0.1 0.301
F -0.503 0.784 -1.258 0.0 0.3 0.0 -0.309
C -1.940 1.032 0.567 0.0 0.1 0.1 -0.277
S -0.553 1.055 1.652 -0.2 0.1 0.2 -0.036
C -3.234 1.131 1.056 0.0 0.0 0.0 0.340
F -3.444 1.269 2.357 0.0 0.0 0.0 -0.269
C -4.320 1.085 0.196 0.0 0.0 0.0 0.330
F -5.549 1.171 0.674 0.0 0.0 0.0 -0.266
O 3.445 1.024 1.435 -0.2 -0.1 -0.4 -0.540
N 3.405 2.006 2.243 -0.2 0.0 -0.1 0.479
O 2.313 2.578 2.118 -0.4 0.3 0.0 -0.420
Br 3.663 -3.782 2.167 0.1 -0.1 0.1 0.168
C 2.591 -2.911 0.909 0.0 0.1 0.0 -0.119
C 1.755 -3.618 0.064 0.0 -0.1 0.0 -0.129
C 0.998 -2.912 -0.854 0.0 0.0 0.0 -0.218
C 1.074 -1.537 -0.884 0.2 0.0 -0.1 0.061
N 1.861 -0.841 -0.037 0.0 -0.1 -0.1 -0.558
C 2.626 -1.531 0.836 -0.1 -0.2 -0.2 0.017
H 1.704 -4.697 0.120 0.0 0.0 0.0 0.258
H 0.344 -3.424 -1.545 0.0 0.0 0.0 0.255
H 0.521 -0.969 -1.611 0.0 0.0 0.0 0.237
H 3.292 -0.975 1.474 0.0 0.0 0.1 0.257
C 1.614 2.538 -0.899 -0.3 0.4 -0.8 -0.923
H 2.553 3.066 -1.091 0.1 -0.2 0.0 0.271
H 0.813 2.836 -1.575 0.1 0.0 0.0 0.266
```
Positions in Å, forces in eV/Å.

Record 2
This record from the OMol25 dataset describes a molecular structure, C12H6Cl3N4SeSiTl. The level of theory is wB97M-V/def2-TZVPD.

LUMO energy = -1.12 eV
Gap between HOMO and LUMO = 6.2 eV

Geometry as XYZ:
```
28
Properties=species:S:1:pos:R:3:forces:R:3:nbo_charge:R:1
Tl -3.159 0.369 -1.466 -0.3 0.3 -0.2 0.529
Se 3.845 -1.812 2.145 0.5 -0.1 0.2 0.964
N 2.331 -1.153 2.758 -0.4 0.2 0.2 -0.610
C 1.545 -0.958 1.729 0.4 -0.1 0.0 0.103
C 0.203 -0.422 1.831 -0.3 0.1 -0.2 -0.109
C -0.360 -0.032 3.044 0.0 0.0 0.0 -0.106
C -1.634 0.491 3.052 0.1 0.0 0.1 -0.240
C -2.313 0.599 1.846 -0.1 0.0 -0.1 0.072
N -1.798 0.218 0.687 0.3 -0.1 0.1 -0.493
C -0.550 -0.276 0.655 -0.1 0.1 0.5 0.273
C 0.011 -0.636 -0.651 0.2 -0.2 -0.4 0.179
N -0.757 -0.451 -1.736 0.2 -0.1 0.2 -0.470
C -0.258 -0.718 -2.933 -0.1 0.1 0.0 0.074
C 1.025 -1.209 -3.131 0.1 0.0 0.0 -0.240
C 1.822 -1.426 -2.029 -0.1 0.0 0.0 -0.106
C 1.318 -1.135 -0.763 -0.4 0.1 -0.1 -0.112
C 2.096 -1.311 0.446 0.2 0.0 0.3 0.194
N 3.317 -1.784 0.464 -0.2 0.0 -0.5 -0.631
H 0.215 -0.140 3.954 0.0 0.0 0.0 0.241
H -2.101 0.822 3.969 0.0 0.0 0.0 0.233
H -3.311 1.020 1.803 0.0 0.0 0.1 0.207
H -0.915 -0.519 -3.773 0.0 -0.1 0.0 0.206
H 1.384 -1.405 -4.131 0.0 0.0 0.0 0.233
H 2.829 -1.809 -2.123 0.0 0.0 0.0 0.241
Cl -2.277 4.395 -0.187 -0.1 0.0 0.1 -0.445
Si -1.611 2.833 -1.438 0.1 0.0 0.0 0.728
Cl 0.399 2.626 -0.748 0.0 0.0 0.0 -0.475
Cl -1.295 3.825 -3.270 0.0 0.0 -0.1 -0.442
```
Positions in Å, forces in eV/Å.

Record 3
This record from the OMol25 dataset describes a molecular structure, C12H6N3O9Rh. The level of theory is wB97M-V/def2-TZVPD.

Multiplicity = 5
LUMO energy (spin up / spin down) = -2.30 / -4.47 eV
Relative energy (zero: lowest compared OMol25 entry of this formula, charge and spin) = 0.0 kJ/mol
⟨S²⟩ = 6.03
Gap between HOMO and LUMO (spin up / spin down) = 5.4 / 6.0 eV

Geometry as XYZ:
```
31
Properties=species:S:1:pos:R:3:forces:R:3:nbo_charge:R:1
Rh -0.393 -0.531 -0.001 -0.1 0.0 0.0 1.514
O -5.168 3.290 0.002 0.0 0.0 0.0 -0.636
C -4.152 2.406 0.000 0.0 0.0 0.0 0.360
C -4.337 1.045 -0.001 0.0 0.0 0.0 -0.310
C -3.199 0.206 -0.002 0.0 0.0 0.0 0.030
N -1.949 0.768 -0.002 0.1 -0.1 0.0 -0.472
C -1.792 2.095 -0.001 0.0 0.0 -0.1 0.123
C -2.847 2.958 0.000 0.0 0.0 0.0 -0.291
C -0.345 2.487 -0.004 0.0 0.0 0.2 0.749
O 0.037 3.628 0.014 0.0 0.0 -0.1 -0.566
O 0.437 1.434 0.008 0.0 0.0 -0.1 -0.747
C -3.147 -1.181 -0.003 0.1 0.1 0.0 0.487
O -4.180 -2.016 -0.005 -0.1 -0.1 0.0 -0.230
O -1.960 -1.745 -0.003 -0.1 -0.1 0.0 -0.461
H -6.015 2.830 0.002 0.0 0.0 0.0 0.489
H -5.321 0.595 -0.001 0.0 0.0 0.0 0.239
H -2.678 4.024 0.001 0.0 0.0 0.0 0.264
O 4.767 -3.695 0.003 0.0 0.0 0.0 -0.670
C 5.086 -2.408 -0.001 0.0 0.0 0.0 0.781
O 6.226 -2.022 0.002 0.0 0.0 0.0 -0.577
C 3.959 -1.436 -0.002 0.0 0.0 0.0 -0.247
C 4.106 -0.060 -0.004 0.0 0.0 0.0 0.040
N 2.877 0.476 -0.004 0.0 0.0 0.0 -0.298
N 1.942 -0.470 -0.002 0.0 0.0 0.0 -0.289
C 2.569 -1.626 0.000 0.0 0.0 0.0 0.045
C 1.652 -2.791 0.004 0.0 0.0 0.0 0.771
O 2.069 -3.936 0.009 0.0 0.0 0.0 -0.613
O 0.406 -2.446 0.004 0.0 0.0 0.0 -0.707
H 3.789 -3.854 0.000 0.0 0.0 0.0 0.512
H 5.001 0.538 -0.006 0.0 0.0 0.0 0.252
H 2.562 1.438 -0.006 0.0 0.0 0.0 0.458
```
Positions in Å, forces in eV/Å.

Record 4
This record from the OMol25 dataset describes a gas-phase ion, C12H7F3N3O6S2 (charge -1) in a non-equilibrium geometry. The level of theory is wB97M-V/def2-TZVPD.

Charge = -1
LUMO energy = 2.65 eV
Relative energy (zero: lowest compared OMol25 entry of this formula, charge and spin) = 267.2 kJ/mol
Gap between HOMO and LUMO = 6.4 eV

Geometry as XYZ:
```
33
Properties=species:S:1:pos:R:3:forces:R:3:nbo_charge:R:1
F -1.248 -6.964 0.310 -1.0 0.0 0.5 -0.348
C -2.133 -6.023 0.793 0.7 0.3 -0.4 0.821
F -3.104 -5.849 -0.113 0.5 -0.3 0.9 -0.301
F -2.670 -6.510 1.943 0.1 0.1 -0.9 -0.331
S -1.014 -4.600 1.063 -1.8 -0.7 -1.1 0.348
N -2.135 -3.195 0.858 2.2 -3.1 2.2 -0.771
C -2.246 -2.688 -0.484 0.6 2.2 -0.8 0.644
O -2.502 -3.389 -1.453 0.0 0.4 1.1 -0.615
C -1.922 -1.254 -0.390 -1.2 -1.7 -0.4 -0.404
C -1.139 -0.979 0.736 2.5 0.7 1.1 -0.222
C -0.149 -0.051 0.811 0.0 -1.7 0.0 -0.282
C -0.237 1.048 -0.188 -0.5 0.2 1.9 -0.249
C -0.859 0.623 -1.465 0.2 -0.4 -1.2 -0.331
C -1.725 -0.422 -1.522 0.1 0.4 -0.3 -0.125
S -1.186 -2.205 1.990 -1.3 1.8 -1.9 2.243
O -2.066 -1.917 3.088 0.6 -0.3 0.0 -0.895
O 0.182 -2.638 2.205 -0.9 -0.1 0.4 -0.903
H 0.505 -0.009 1.679 -0.1 0.1 -0.3 0.231
H 0.711 1.610 -0.281 -0.6 -0.1 -0.1 0.220
H -0.525 1.157 -2.356 -0.5 -0.1 0.1 0.204
H -2.299 -0.671 -2.419 0.6 0.0 0.0 0.222
C -1.315 1.842 0.635 -0.9 3.7 0.1 -0.415
C -0.821 2.483 1.953 -0.7 -0.9 0.0 0.700
O -0.940 1.959 3.044 0.4 0.6 -0.8 -0.559
N -0.315 3.776 1.824 0.8 0.5 -0.1 -0.681
C -0.079 4.505 0.643 -0.2 -0.9 -0.2 0.807
O 0.624 5.487 0.593 -0.3 -0.2 0.1 -0.605
N -0.771 3.978 -0.452 0.8 0.5 0.8 -0.691
C -1.810 3.090 -0.158 -2.0 -1.1 -0.2 0.710
O -2.958 3.298 -0.521 1.6 -0.4 0.1 -0.541
H -2.195 1.235 0.912 0.6 0.2 -0.5 0.274
H 0.120 4.168 2.649 0.0 -0.1 0.0 0.424
H -0.869 4.620 -1.215 -0.3 0.3 -0.2 0.420
```
Positions in Å, forces in eV/Å.

Record 5
This record from the OMol25 dataset describes a molecular structure, C12H7N2O5RhS in a non-equilibrium geometry. The level of theory is wB97M-V/def2-TZVPD.

Multiplicity = 5
Charge = +2
LUMO energy (spin up / spin down) = -7.03 / -11.17 eV
Relative energy (zero: lowest compared OMol25 entry of this formula, charge and spin) = 458.9 kJ/mol
⟨S²⟩ = 6.03
Gap between HOMO and LUMO (spin up / spin down) = 6.5 / 5.8 eV

Geometry as XYZ:
```
28
Properties=species:S:1:pos:R:3:forces:R:3:nbo_charge:R:1
O -1.635 3.291 -6.413 0.5 -3.5 2.8 -0.465
C -1.508 2.400 -5.679 -0.5 3.5 -2.8 0.470
Rh 0.518 0.260 -2.049 -0.4 2.1 -1.5 0.174
C 0.465 -1.323 -1.044 -0.7 -5.2 1.6 0.533
O 0.428 -2.294 -0.445 0.3 1.0 -1.1 -0.374
C 1.944 1.081 -1.075 3.4 2.9 0.5 0.557
O 2.778 1.610 -0.523 -1.0 0.1 -1.2 -0.372
C -0.704 1.244 -0.990 -3.8 3.3 0.7 0.594
O -1.427 1.869 -0.372 1.4 -0.5 -1.4 -0.367
C 1.769 -0.303 -3.306 2.0 -1.7 -4.0 0.594
O 2.516 -0.597 -4.098 -0.5 0.4 1.1 -0.299
H 0.587 1.643 -2.859 -0.3 -0.1 -0.5 0.048
N 2.999 -0.421 0.874 1.1 -1.2 -1.0 -0.716
C 1.726 -0.031 1.175 2.1 -0.7 2.0 -0.027
N 0.623 0.201 0.412 -2.5 0.3 2.2 -0.436
C -0.549 -0.147 1.145 -0.6 -1.2 0.6 0.113
C -1.835 -0.508 0.768 0.0 0.1 -1.6 -0.165
C -2.813 -0.892 1.687 0.0 0.0 0.3 -0.064
C -2.513 -0.958 3.047 0.0 -0.1 0.6 -0.162
C -1.236 -0.663 3.479 -1.0 -0.3 0.5 -0.133
C -0.296 -0.281 2.531 1.5 -0.2 0.1 -0.189
S 1.362 -0.115 2.866 -0.5 0.3 1.1 0.759
H 3.707 -0.615 1.604 -0.9 0.2 -0.6 0.458
H 3.294 -0.698 -0.081 -0.3 0.1 1.2 0.417
H -2.159 -0.533 -0.283 0.3 -0.1 0.5 0.236
H -3.816 -1.167 1.345 0.4 0.2 0.0 0.270
H -3.269 -1.280 3.759 0.1 0.1 -0.1 0.273
H -0.959 -0.773 4.524 0.0 0.1 -0.1 0.273
```
Positions in Å, forces in eV/Å.

Record 6
This record from the OMol25 dataset describes a molecular structure, C12H7N5O4 in a non-equilibrium geometry. The level of theory is wB97M-V/def2-TZVPD.

LUMO energy = -1.21 eV
Relative energy (zero: lowest compared OMol25 entry of this formula, charge and spin) = 12.7 kJ/mol
Gap between HOMO and LUMO = 7.1 eV

Geometry as XYZ:
```
28
Properties=species:S:1:pos:R:3:forces:R:3:nbo_charge:R:1
N -0.999 -0.989 3.741 -0.2 0.3 -2.5 -0.324
C -1.112 -0.909 2.575 0.4 -0.4 2.1 0.271
C -1.221 -0.841 1.149 -0.2 0.9 -0.6 -0.329
C -1.034 0.461 0.509 -0.2 -0.1 0.6 0.027
C -1.496 0.501 -0.861 -0.7 1.6 -0.2 -0.009
N -1.854 1.590 -1.637 0.5 -1.6 -0.1 0.401
O -1.888 2.797 -1.483 0.1 -0.8 0.0 -0.377
O -2.226 1.015 -2.914 0.4 1.1 1.3 -0.143
N -2.135 -0.331 -2.881 0.2 -0.5 2.4 -0.062
C -1.782 -0.643 -1.597 -0.3 -0.8 -3.4 0.104
C -1.670 -1.955 -1.025 0.8 0.6 1.5 -0.095
N -1.576 -3.128 -1.845 0.1 -1.8 -0.7 0.504
O -1.591 -3.025 -3.091 -0.1 0.2 2.4 -0.372
O -1.444 -4.231 -1.257 -0.3 1.8 -0.8 -0.421
C -1.438 -1.994 0.378 -0.2 -0.5 -1.6 -0.050
H -1.126 1.393 1.077 -0.6 -0.6 -0.1 0.235
H -1.412 -2.981 0.852 0.0 0.4 -0.2 0.267
N 0.815 0.813 0.577 1.6 0.3 0.3 -0.343
C 1.792 0.048 0.046 0.1 0.2 -0.1 0.071
C 3.148 0.383 0.140 -0.5 0.0 0.0 -0.237
C 3.514 1.524 0.853 -0.2 0.1 -0.1 -0.118
C 2.512 2.275 1.466 -0.4 -0.1 0.0 -0.237
C 1.182 1.878 1.320 0.2 -0.2 -0.4 0.063
H 1.510 -0.865 -0.486 -0.2 0.4 0.1 0.232
H 3.876 -0.250 -0.371 -0.2 0.2 0.3 0.244
H 4.557 1.832 0.917 -0.3 -0.1 0.0 0.236
H 2.708 3.184 2.041 0.1 -0.4 -0.2 0.243
H 0.388 2.446 1.809 0.1 -0.2 -0.2 0.219
```
Positions in Å, forces in eV/Å.

| no. | E_tot (eV) |
| --- | --- |
| 1 | -115622.7965 |
| 2 | -133991.3799 |
| 3 | -38443.1964 |
| 4 | -59136.2178 |
| 5 | -39592.5373 |
| 6 | -28188.6106 |